The following is a quantum chemistry calculation of a structure of composition C35H30N4P2Se3TeTl, from the OMol25 dataset.

```
76
Properties=species:S:1:pos:R:3:nbo_charge:R:1
Tl -2.6930 1.4015 -0.4747 0.498
Se -4.8843 3.0008 1.2323 -0.213
Se -6.3063 3.4802 -0.4149 -0.060
Te -6.1801 1.5019 -2.0375 0.196
Se -5.5440 -0.3577 -0.6066 -0.674
N 0.7924 -0.8911 -0.0913 -1.262
P 0.7941 0.8018 -0.4700 1.051
C 1.6054 0.7637 -2.1188 -0.263
C 2.8869 0.2646 -2.3429 -0.212
C 3.4006 0.2023 -3.6258 -0.225
C 2.6358 0.6401 -4.7030 -0.213
C 1.3629 1.1412 -4.4910 -0.206
C 0.8513 1.2044 -3.1997 -0.221
C 2.1911 1.3998 0.5464 -0.365
C 3.0710 0.6014 1.2701 -0.157
C 4.0866 1.1755 2.0235 -0.233
C 4.2395 2.5527 2.0542 -0.216
C 3.3700 3.3572 1.3302 -0.207
C 2.3510 2.7847 0.5885 -0.185
P -0.7884 -1.6053 -0.3635 1.050
C -0.4045 -3.2449 0.3589 -0.257
C -0.3641 -4.4338 -0.3622 -0.223
C -0.1033 -5.6372 0.2799 -0.219
C 0.1243 -5.6652 1.6474 -0.221
C 0.0734 -4.4853 2.3772 -0.201
C -0.2024 -3.2871 1.7393 -0.235
C -0.6690 -1.9245 -2.1578 -0.403
C -1.8220 -1.7222 -2.9101 -0.187
C -1.7962 -1.8970 -4.2894 -0.220
C -0.6166 -2.2620 -4.9170 -0.205
C 0.5408 -2.4633 -4.1706 -0.242
C 0.5133 -2.2992 -2.7976 -0.128
H 1.0795 -1.0675 0.8661 0.406
H 3.4765 -0.0832 -1.5021 0.215
H 4.3973 -0.1873 -3.7940 0.206
H 3.0363 0.5847 -5.7077 0.205
H 0.7607 1.4742 -5.3268 0.210
H -0.1518 1.5796 -3.0281 0.228
H 2.9867 -0.4779 1.2455 0.199
H 4.7585 0.5410 2.5879 0.206
H 5.0286 2.9990 2.6460 0.206
H 3.4693 4.4349 1.3586 0.212
H 1.6578 3.4220 0.0497 0.229
H -0.5343 -4.4239 -1.4314 0.219
H -0.0770 -6.5550 -0.2942 0.206
H 0.3295 -6.6045 2.1454 0.205
H 0.2271 -4.4973 3.4490 0.211
H -0.2871 -2.3795 2.3287 0.231
H -2.7395 -1.4143 -2.4154 0.247
H -2.6966 -1.7341 -4.8674 0.214
H -0.5919 -2.3848 -5.9930 0.205
H 1.4655 -2.7345 -4.6653 0.208
H 1.4116 -2.4322 -2.2075 0.217
C -2.3162 -2.1962 4.3173 -0.265
C -1.2690 -1.3344 4.6207 -0.215
C -1.0199 -0.2115 3.8483 -0.293
C -1.8267 0.0729 2.7333 0.205
C -2.8701 -0.8123 2.4245 -0.243
C -3.1133 -1.9239 3.2092 -0.211
N -1.6669 1.1997 1.9326 -0.415
N -0.8989 2.1164 2.4857 -0.342
C -0.7474 3.2606 1.7772 0.315
C 0.0266 4.2908 2.3729 -0.243
C 0.2300 5.4610 1.6968 -0.193
C -0.3343 5.6277 0.4201 -0.334
C -1.0942 4.5902 -0.0787 0.055
N -1.3088 3.4420 0.5627 -0.553
H -2.5065 -3.0676 4.9306 0.201
H -0.6396 -1.5336 5.4811 0.198
H -0.2174 0.4679 4.0952 0.234
H -3.5163 -0.5974 1.5808 0.234
H -3.9357 -2.5802 2.9533 0.211
H 0.4441 4.1078 3.3535 0.222
H 0.8225 6.2520 2.1417 0.203
H -0.1998 6.5347 -0.1526 0.209
H -1.5655 4.6758 -1.0543 0.189
```

Calculated values
DFT total energy, hartree: -9898.38831
Net charge: -1
Frontier orbital gap (spin up / spin down), eV: 6.28 / 4.47
2S+1: 1
E_LUMO (spin up / spin down), eV: 2.3 / 1.0
Highest occupied orbital energy (spin up / spin down), eV: -3.99 / -3.43


The following is a quantum chemistry calculation of a structure of composition C35H30N8O2SSeTi in a non-equilibrium geometry, from the OMol25 dataset.

```
78
Properties=species:S:1:pos:R:3:lowdin_spin:R:1
Ti -0.2513 -0.1182 0.1909 0.881
C -2.0808 -2.4848 2.3302 0.000
C -1.1932 -1.9571 3.4328 0.000
C -1.0774 -2.7440 4.5792 0.000
C -0.2694 -2.3760 5.6384 0.000
C 0.4680 -1.2054 5.5442 0.000
C 0.3818 -0.3957 4.4199 0.000
C 1.2218 0.8602 4.3679 0.000
C -0.4797 -0.7589 3.3649 0.001
N -0.5028 0.1062 2.2114 -0.005
C -0.9487 1.3893 2.5000 0.004
O -1.5268 1.7471 3.4982 0.010
C -0.4880 2.3812 1.4471 0.024
C -0.3189 3.7374 1.6299 -0.004
C 0.3996 4.4406 0.6748 0.029
C 1.0091 3.7676 -0.3769 -0.004
C 0.8026 2.4132 -0.4866 0.026
N -0.0005 1.7832 0.3669 -0.002
C 1.6118 1.4381 -1.3193 0.003
O 2.3233 1.7962 -2.2336 0.003
N 1.5160 0.1846 -0.7733 -0.008
C 2.5520 -0.7286 -1.2190 0.000
C 3.6308 -0.9675 -0.3491 0.000
C 3.8120 -0.1631 0.9172 0.000
C 4.5820 -1.9239 -0.6874 0.000
C 4.4876 -2.6257 -1.8781 0.000
C 3.4539 -2.3378 -2.7566 0.000
C 2.4874 -1.3790 -2.4512 0.000
C 1.4383 -1.0137 -3.4680 0.001
H -1.7503 -3.4783 2.0243 0.000
H -2.0921 -1.8617 1.4557 0.000
H -3.1067 -2.5849 2.6899 0.000
H -1.6435 -3.6685 4.6298 0.000
H -0.2120 -2.9966 6.5288 0.000
H 1.1260 -0.9082 6.3554 0.000
H 2.1082 0.7504 4.9925 0.000
H 0.6529 1.7195 4.7335 0.000
H 1.5428 1.0984 3.3526 0.000
H -0.7146 4.2062 2.5226 -0.001
H 0.5435 5.5084 0.7887 0.002
H 1.6679 4.2625 -1.0781 -0.001
H 2.8682 0.0877 1.3846 0.000
H 4.3071 0.7874 0.6832 0.000
H 4.4383 -0.6956 1.6371 0.000
H 5.4105 -2.1141 -0.0074 0.000
H 5.2231 -3.3828 -2.1289 0.000
H 3.3920 -2.8553 -3.7093 0.000
H 1.4967 -1.6713 -4.3347 0.000
H 1.5945 0.0173 -3.8004 0.000
H 0.4368 -1.0809 -3.0558 0.001
Se -1.3539 1.2591 -3.4430 0.213
N -3.0877 1.6336 -3.1565 0.261
C -3.3929 1.1790 -1.9435 -0.004
C -4.6265 1.2346 -1.2670 0.173
C -4.6871 0.7348 0.0401 0.029
C -3.5814 0.1941 0.6620 0.163
N -2.3776 0.0800 0.0323 0.046
C -2.3073 0.5471 -1.2298 0.002
N -1.1436 0.4332 -1.8309 0.108
H -5.4928 1.6683 -1.7501 0.008
H -5.6174 0.7748 0.5930 -0.003
H -3.6218 -0.1404 1.6897 0.009
N 1.8666 -2.4092 1.8236 0.001
C 1.1321 -2.9220 0.8361 0.001
N 0.1662 -2.2948 0.1790 0.016
C -0.3740 -3.1682 -0.8083 0.007
C -1.4521 -2.8932 -1.6404 0.003
C -1.8660 -3.8501 -2.5555 0.000
C -1.2274 -5.0852 -2.6470 0.000
C -0.1690 -5.3837 -1.8028 0.000
C 0.2315 -4.4172 -0.8906 0.001
S 1.4878 -4.5365 0.3027 0.000
H 1.6329 -1.5200 2.2213 0.001
H 2.5739 -2.9612 2.2713 0.000
H -1.9552 -1.9427 -1.5813 0.002
H -2.7049 -3.6300 -3.2080 0.000
H -1.5611 -5.8194 -3.3734 0.000
H 0.3266 -6.3477 -1.8446 0.000
```

Calculated values
DFT total energy, hartree: -5589.53614
Relative energy (zero: lowest compared OMol25 entry of this formula, charge and spin), eV: 1.2412
Frontier orbital gap (spin up / spin down), eV: 6.00 / 7.91
2S+1: 3
⟨S²⟩: 2.041
E_LUMO (spin up / spin down), eV: -0.3 / -0.6
Highest occupied orbital energy (spin up / spin down), eV: -6.32 / -8.56


The following is a quantum chemistry calculation of a structure of composition C35H31Cl3N2NaO2P, from the OMol25 dataset.

```
75
Properties=species:S:1:pos:R:3:mulliken_charge:R:1
Na -0.3926 0.1579 -0.1254 0.783
C -1.3663 -0.6121 -2.6843 0.546
C -1.3423 -1.7467 -1.9287 -0.043
C 0.0012 -2.2998 -2.0194 1.367
C 0.7907 -1.4644 -2.8461 0.408
C -0.0199 -0.4310 -3.2733 0.955
C 0.3271 0.7201 -4.1487 -1.407
C 2.2444 -1.6763 -3.1410 -1.667
C 0.4378 -3.5366 -1.3241 -1.435
C -2.4298 -2.3631 -1.1062 -1.709
C -2.4784 0.3599 -2.8967 -1.598
H -0.3953 0.8232 -4.9644 0.317
H 1.3216 0.6168 -4.5832 0.440
H 0.3035 1.6461 -3.5650 0.051
H 2.4237 -2.6030 -3.6957 0.372
H 2.8272 -1.7255 -2.2174 0.236
H 2.6477 -0.8536 -3.7324 0.314
H -0.2193 -4.3762 -1.5767 0.333
H 0.3845 -3.4046 -0.2387 0.178
H 1.4612 -3.8077 -1.5837 0.395
H -2.7055 -3.3516 -1.4890 0.396
H -3.3216 -1.7391 -1.0910 0.414
H -2.1055 -2.4944 -0.0705 0.231
H -2.7426 0.4343 -3.9568 0.377
H -2.1758 1.3582 -2.5654 0.184
H -3.3711 0.0819 -2.3387 0.363
O 1.5629 -3.1616 2.1127 -0.834
C 1.5570 -2.0169 1.6445 0.233
O 0.5740 -1.3954 1.1450 -0.668
C 2.8984 -1.2435 1.6665 -0.953
P 2.8920 0.1480 0.4537 1.367
C 4.7050 0.4843 0.3152 -0.249
C 5.5561 0.6272 1.4128 -0.346
C 6.9069 0.8799 1.2391 -0.639
C 7.4352 0.9989 -0.0426 -0.379
C 6.6056 0.8558 -1.1427 -0.693
C 5.2504 0.5977 -0.9601 0.149
C 2.4078 1.5796 1.4992 0.263
C 1.3623 1.4499 2.4157 -0.385
C 0.8571 2.5600 3.0770 -0.675
C 1.3884 3.8195 2.8410 -0.657
C 2.4364 3.9584 1.9428 -0.493
C 2.9374 2.8500 1.2768 -0.584
H 3.6994 -1.9410 1.4149 0.505
H 3.0788 -0.8952 2.6873 0.457
H 5.1463 0.5530 2.4136 0.317
H 7.5510 0.9924 2.1032 0.380
H 8.4897 1.2070 -0.1792 0.364
H 7.0081 0.9500 -2.1443 0.393
H 4.5964 0.4851 -1.8182 0.330
H 0.9207 0.4755 2.5905 0.237
H 0.0257 2.4396 3.7609 0.437
H 0.9750 4.6880 3.3389 0.358
H 2.8506 4.9379 1.7338 0.382
H 3.7336 2.9879 0.5554 0.299
Cl -3.2590 3.7889 2.3335 -0.165
C -3.5502 3.0301 0.8262 0.301
Cl -6.2098 2.5044 1.0994 -0.705
Cl -3.5903 4.0200 -0.5620 -0.145
C -3.1293 1.7057 0.6764 0.136
N -2.7584 0.6177 0.5478 -0.424
N 5.2189 8.3302 -2.9904 -0.613
C 4.4937 7.4769 -2.7179 0.046
C 3.5927 6.4150 -2.3826 0.579
C 4.0224 5.0852 -2.4187 -0.755
C 3.1505 4.0664 -2.0999 -0.195
C 1.8165 4.3289 -1.7304 0.606
C 1.4061 5.6749 -1.6939 -0.386
C 2.2737 6.6969 -2.0153 -0.728
C 0.9420 3.2726 -1.3785 -0.469
C 0.2314 2.3169 -1.0620 -0.756
H 5.0461 4.8616 -2.6930 0.433
H 3.4840 3.0368 -2.1182 0.554
H 0.3875 5.8917 -1.4008 0.545
H 1.9407 7.7268 -1.9828 0.425
```

Calculated values
DFT total energy, hartree: -3496.55791
Net charge: -2
Relative energy (zero: lowest compared OMol25 entry of this formula, charge and spin), eV: 0.0000
Frontier orbital gap (spin up / spin down), eV: 6.21 / 6.85
2S+1: 1
E_LUMO (spin up / spin down), eV: 3.6 / 3.7
Highest occupied orbital energy (spin up / spin down), eV: -2.56 / -3.19